Density functional theory data (wB97M-V/def2-TZVPD) for a structure of composition CF4NO2S2Sc at a distorted geometry.

E_HOMO (alpha / beta) (eV): -18.03 / -19.46
Energy relative to the best compared isomer or geometry (same formula, charge and spin) (eV): 2.281
Spin multiplicity: 1
Charge: +2

Cartesian coordinates (Å):
Sc -1.518 1.924 1.916
S 0.618 -0.599 0.967
S -1.744 -1.233 -0.521
F 2.314 -0.488 -1.047
F -2.632 0.573 -0.339
F 2.606 1.010 0.505
F 1.040 1.237 -0.948
O -2.120 -2.005 -1.701
O -0.073 0.627 1.564
N -0.213 -1.412 -0.160
C 1.723 0.365 -0.236